# C3H4N2OS

C3H4N2OS in the gas phase (ωB97M-V with the def2-TZVPD basis set, the Open Molecules 2025 dataset).

Computed properties:
ΔE to the lowest compared entry with this formula, charge and spin   96.0 kcal per mole
HOMO   -0.3491 hartree
2S+1   1
Gap between HOMO and LUMO   9.73 eV

XYZ file:
```
11
C3H4N2OS ωB97M-V with the def2-TZVPD basis set
C -0.031 -1.477 0.342
C -0.454 1.431 0.326
C -0.977 1.058 -1.072
H 2.416 -0.470 -1.098
H -0.817 -2.234 0.262
H 0.546 1.689 0.218
H -0.949 2.315 0.819
N 1.035 -1.441 -0.422
N -0.753 0.997 -2.303
O 1.828 -0.366 -0.251
S -0.564 -0.083 1.457
```

=====

# C40H124N4O24

20 unconnected molecules or ions with the total composition C40H124N4O24 (ωB97M-V with the def2-TZVPD basis set, the Open Molecules 2025 dataset).

Computed properties:
ΔE to the lowest compared entry with this formula, charge and spin   44.0 kcal per mole
HOMO   -0.3211 hartree
2S+1   1
Gap between HOMO and LUMO   9.06 eV

XYZ file:
```
192
C40H124N4O24 ωB97M-V with the def2-TZVPD basis set
C -3.485 -0.253 5.040
O -3.954 -0.998 3.900
C -4.614 -2.179 4.263
C -4.745 -3.046 3.003
N -3.512 -3.587 2.479
C -2.761 -2.682 1.591
C -1.696 -3.430 0.732
O -1.498 -2.666 -0.467
C -0.242 -2.995 -1.117
H -4.290 -0.132 5.837
H -3.078 0.717 4.772
H -2.639 -0.759 5.611
H -5.629 -1.887 4.666
H -4.081 -2.677 5.054
H -5.391 -2.649 2.210
H -5.286 -3.972 3.361
H -3.790 -4.299 1.788
H -2.223 -1.977 2.200
H -3.399 -2.196 0.873
H -2.101 -4.423 0.474
H -0.691 -3.530 1.274
H -0.039 -2.241 -1.842
H -0.320 -3.998 -1.599
H 0.558 -3.155 -0.287
C -2.441 7.471 -3.489
O -2.726 6.202 -3.912
C -3.854 5.714 -3.134
C -4.173 4.310 -3.605
N -3.198 3.393 -3.080
C -3.502 1.962 -3.272
C -2.229 1.217 -3.048
O -1.486 1.526 -4.180
C -0.157 1.118 -4.004
H -1.913 7.662 -2.479
H -3.339 8.070 -3.435
H -1.738 7.807 -4.157
H -4.746 6.350 -3.271
H -3.456 5.766 -2.090
H -4.313 4.195 -4.682
H -5.104 4.032 -3.103
H -2.273 3.660 -3.385
H -3.909 1.681 -4.292
H -4.264 1.647 -2.591
H -2.242 0.072 -3.020
H -1.672 1.632 -2.193
H -0.167 0.050 -3.887
H 0.254 1.591 -3.160
H 0.366 1.342 -4.907
C 2.984 -1.078 -3.129
O 3.467 -0.427 -1.995
C 3.322 1.021 -1.890
C 3.379 1.395 -0.457
N 2.123 1.246 0.251
C 1.768 -0.127 0.648
C 0.410 -0.060 1.288
O 0.473 0.777 2.428
C -0.802 1.036 2.985
H 3.065 -2.151 -2.930
H 3.354 -0.751 -4.131
H 1.903 -0.874 -3.265
H 2.398 1.283 -2.324
H 4.100 1.466 -2.490
H 3.667 2.461 -0.365
H 4.168 0.726 0.057
H 2.126 1.744 1.117
H 2.443 -0.636 1.364
H 1.714 -0.752 -0.257
H 0.031 -1.048 1.706
H -0.402 0.352 0.519
H -1.285 0.081 3.240
H -1.455 1.564 2.283
H -0.488 1.592 3.943
C -5.080 -5.585 -1.029
O -3.837 -5.672 -1.694
C -3.611 -6.915 -2.303
C -2.399 -6.812 -3.203
N -2.575 -5.981 -4.420
C -1.384 -6.032 -5.336
C -1.164 -4.742 -6.071
O -0.840 -3.737 -5.079
C -0.401 -2.561 -5.639
H -5.918 -5.639 -1.671
H -5.133 -4.720 -0.425
H -5.179 -6.458 -0.323
H -4.449 -7.092 -2.984
H -3.484 -7.697 -1.581
H -2.034 -7.776 -3.547
H -1.520 -6.473 -2.612
H -2.730 -4.999 -4.197
H -1.576 -6.711 -6.199
H -0.466 -6.347 -4.782
H -2.089 -4.435 -6.534
H -0.310 -4.926 -6.680
H 0.007 -1.973 -4.799
H -1.264 -1.990 -6.154
H 0.435 -2.606 -6.370
C 6.622 2.970 -1.331
O 6.649 1.882 -2.258
H 7.247 3.750 -1.758
H 5.572 3.245 -1.287
H 7.065 2.666 -0.388
H 7.462 1.332 -2.255
C -1.843 5.564 3.259
O -0.993 6.287 2.284
H -2.268 4.645 2.849
H -1.045 5.283 4.002
H -2.557 6.136 3.798
H -1.177 5.886 1.439
C 4.869 2.265 -5.654
O 6.155 1.903 -5.228
H 4.976 2.201 -6.741
H 4.135 1.571 -5.307
H 4.674 3.304 -5.325
H 6.099 1.791 -4.258
C -0.130 -2.060 5.914
O -1.469 -2.501 5.658
H -0.028 -1.835 6.962
H 0.546 -2.936 5.746
H 0.093 -1.064 5.445
H -1.331 -3.303 5.072
C 1.769 3.740 3.140
O 2.668 3.913 2.050
H 2.263 3.137 3.849
H 1.413 4.714 3.567
H 0.860 3.292 2.811
H 2.264 4.464 1.378
C 3.885 4.672 7.136
O 2.829 5.391 6.566
H 4.818 4.977 6.614
H 4.031 4.855 8.186
H 3.770 3.582 7.028
H 2.951 5.425 5.626
C -1.887 1.594 7.360
O -3.203 2.053 7.469
H -1.424 1.617 8.310
H -1.857 0.640 6.904
H -1.359 2.275 6.738
H -3.271 2.980 7.182
C 3.785 -6.011 -3.427
O 3.149 -4.964 -4.212
H 3.867 -6.943 -3.967
H 4.762 -5.604 -3.266
H 3.357 -6.154 -2.474
H 2.207 -4.999 -4.111
C 8.218 -1.315 -2.853
O 8.459 -0.033 -3.455
H 7.882 -2.001 -3.622
H 9.110 -1.658 -2.403
H 7.440 -1.158 -2.099
H 7.733 0.175 -4.092
C 4.368 -3.477 -0.180
O 4.426 -2.126 0.229
H 5.026 -3.693 -0.967
H 4.563 -4.087 0.691
H 3.399 -3.773 -0.590
H 4.235 -1.514 -0.491
C -0.745 3.267 -0.272
O 0.429 2.933 -1.048
H -0.524 4.066 0.409
H -1.555 3.542 -0.986
H -1.096 2.431 0.352
H 0.970 2.182 -0.661
C -4.328 3.751 1.181
O -3.753 3.061 2.258
H -5.378 3.539 1.167
H -4.182 4.830 1.291
H -4.004 3.475 0.133
H -4.113 2.178 2.253
C -3.820 0.350 0.643
O -4.753 0.476 1.717
H -2.845 0.094 1.016
H -4.193 -0.404 -0.087
H -3.767 1.300 0.125
H -4.545 -0.132 2.463
C -2.937 -5.507 5.054
O -1.865 -4.922 4.334
H -2.582 -5.783 6.048
H -3.870 -4.868 5.078
H -3.269 -6.496 4.624
H -2.349 -4.446 3.612
C 4.595 -0.613 3.079
O 3.806 -1.768 3.015
H 4.080 0.237 3.532
H 5.465 -0.786 3.818
H 5.038 -0.258 2.159
H 3.924 -2.128 2.125
C 2.066 5.881 -1.052
O 2.524 4.582 -0.703
H 2.494 6.071 -2.036
H 0.999 5.840 -1.186
H 2.237 6.591 -0.230
H 1.749 4.039 -0.891
```

=====

What is the formula in the first record?
C3H4N2OS

=====

Please write out number 1 again, unchanged.
# C3H4N2OS

C3H4N2OS in the gas phase (ωB97M-V with the def2-TZVPD basis set, the Open Molecules 2025 dataset).

Computed properties:
ΔE to the lowest compared entry with this formula, charge and spin   96.0 kcal per mole
HOMO   -0.3491 hartree
2S+1   1
Gap between HOMO and LUMO   9.73 eV

XYZ file:
```
11
C3H4N2OS ωB97M-V with the def2-TZVPD basis set
C -0.031 -1.477 0.342
C -0.454 1.431 0.326
C -0.977 1.058 -1.072
H 2.416 -0.470 -1.098
H -0.817 -2.234 0.262
H 0.546 1.689 0.218
H -0.949 2.315 0.819
N 1.035 -1.441 -0.422
N -0.753 0.997 -2.303
O 1.828 -0.366 -0.251
S -0.564 -0.083 1.457
```